1.
Below is a 10-piece molecular cluster, C12H45BF4N3O9 overall, with properties calculated with ωB97M-V/def2-TZVPD.

Positions of all 74 atoms, in Å:
B: 0.0942 0.1359 -0.4274
F: 0.8757 0.2613 -1.5376
F: 0.6592 0.8099 0.7176
F: -1.1594 0.6644 -0.7205
F: -0.1511 -1.1632 -0.2012
C: 2.8079 5.6895 -1.8834
C: 3.5102 4.3079 -2.1899
C: 3.2660 3.1860 -1.0945
O: 3.6713 3.5880 0.1544
C: 3.2211 2.7388 1.2213
N: 3.1051 3.9263 -3.4524
H: 3.0575 6.5133 -2.5520
H: 3.0810 6.0000 -0.8749
H: 1.7345 5.5002 -1.8717
H: 4.5699 4.5528 -2.2618
H: 3.7489 2.2352 -1.3202
H: 2.1870 3.0336 -1.1179
H: 3.6292 3.0866 2.1703
H: 3.7013 1.7675 1.1028
H: 2.1332 2.6725 1.2295
H: 2.1818 3.5175 -3.4326
H: 2.9590 4.6661 -4.1243
C: -4.0615 1.9192 3.7376
C: -3.2821 1.5417 2.4585
C: -2.9023 2.7428 1.4252
O: -3.9876 3.4645 0.9064
C: -4.9120 2.8736 0.0061
N: -2.0430 0.7861 2.8176
H: -4.9522 2.5445 3.6766
H: -3.4695 2.4712 4.4677
H: -4.4086 1.0251 4.2555
H: -3.9340 0.9495 1.8163
H: -2.2768 2.4263 0.5905
H: -2.4385 3.5470 1.9963
H: -5.7145 3.5413 -0.3074
H: -5.3994 2.0225 0.4819
H: -4.3457 2.5337 -0.8610
H: -1.6375 0.4707 1.9480
H: -1.3887 1.3508 3.3402
C: 2.8324 -7.7128 2.1734
C: 1.8315 -6.6640 1.6297
C: 2.4469 -5.5557 0.7709
O: 2.4997 -4.3482 1.5487
C: 1.2807 -3.6627 1.8273
N: 0.6628 -7.2961 0.9582
H: 3.7308 -7.3482 2.6716
H: 3.0951 -8.4756 1.4405
H: 2.3119 -8.4152 2.8244
H: 1.3249 -6.2654 2.5086
H: 1.8117 -5.3899 -0.0993
H: 3.4743 -5.7757 0.4809
H: 1.4301 -2.8762 2.5671
H: 0.4651 -4.3585 2.0245
H: 0.9295 -3.2122 0.8990
H: 0.1043 -7.8983 1.5461
H: 0.0913 -6.5239 0.6467
O: -0.9399 -1.0290 -3.0230
H: -0.7360 -1.6287 -2.3054
H: -0.3386 -0.2945 -2.9002
O: 0.4822 2.5708 -3.0453
H: -0.3709 2.9945 -2.9506
H: 0.4564 1.8388 -2.4291
O: -2.1212 2.3815 -2.9327
H: -2.0000 1.8034 -2.1796
H: -3.0078 2.1924 -3.2401
O: 1.5444 -3.0457 -1.4652
H: 2.4202 -2.6594 -1.4678
H: 1.0127 -2.4316 -0.9589
O: -3.8172 -0.2845 -2.8706
H: -2.8848 -0.3760 -2.6745
H: -4.2065 -1.1077 -2.5757
O: -2.8251 -1.2138 0.2348
H: -2.7791 -0.2870 0.0001
H: -1.9414 -1.5457 0.0762

Computed properties:
Gap between HOMO and LUMO (spin up / spin down) = 7.42 / 1.82 eV
2S+1 = 2
<S²> = 0.76

2.
Below is C2H3BrFNO2 as an isolated structure, with properties calculated with ωB97M-V/def2-TZVPD.

Positions of all 10 atoms, in Å:
C: 0.3251 0.4451 -1.0589
C: -0.4514 -0.3567 -0.1065
N: -0.2967 0.2079 1.3097
O: 0.6150 0.9997 1.4288
O: -0.9878 -0.3128 2.1334
F: -1.7094 -0.6891 -0.2721
Br: 0.7577 -2.4414 0.3400
H: -0.1418 1.4414 -1.1243
H: 1.3017 0.6748 -0.5074
H: 0.5877 0.0310 -2.1427

Computed properties:
Relative energy (zero: lowest compared OMol25 entry of this formula, charge and spin) = 115.6 kJ/mol
Gap between HOMO and LUMO = 8.51 eV

3.
Below is an isolated ion of composition C4H6ClN2O and charge +1, with properties calculated with ωB97M-V/def2-TZVPD.

Positions of all 14 atoms, in Å:
C: -1.8338 0.0999 -0.9048
C: -2.7531 -0.7975 -0.8746
C: 0.2285 -0.3834 0.3493
C: -0.9123 0.5961 0.1813
N: -0.2661 -1.5210 0.9954
N: 1.5506 -0.3370 -0.0948
O: -1.4525 -1.6596 1.3594
Cl: -4.0177 -1.7029 -0.9505
H: -1.3567 0.6108 -1.7708
H: -0.6008 1.6096 0.0088
H: -1.5069 0.4389 1.0122
H: 0.4577 -2.3016 1.2120
H: 1.8389 0.6023 -0.3791
H: 2.1621 -0.9697 0.5190

Computed properties:
Relative energy (zero: lowest compared OMol25 entry of this formula, charge and spin) = 561.9 kJ/mol
Gap between HOMO and LUMO (spin up / spin down) = 6.82 / 5.69 eV
Net charge = +1

4.
Below is a 2-piece molecular cluster, C10H19BClNO5 overall, with properties calculated with ωB97M-V/def2-TZVPD.

Positions of all 37 atoms, in Å:
O: 2.0847 3.0174 0.7743
C: 1.3652 2.6923 -0.1214
O: 0.8506 1.4589 -0.2574
C: 0.0527 1.0935 0.9368
C: -0.5289 -0.3451 0.8893
B: -1.6871 -0.5895 -0.2628
C: -2.7238 0.6707 -0.4858
C: -3.8507 0.8097 0.6016
C: -3.8903 2.2559 1.2016
Cl: -4.8287 2.1863 2.7947
C: -2.4512 -2.0271 0.0091
O: -3.6837 -2.2243 -0.2032
O: -1.7011 -2.9932 0.4341
H: 1.1730 3.4717 -0.8979
H: -0.7007 1.8952 1.0805
H: 0.7560 1.1368 1.8035
H: -0.9339 -0.6188 1.8931
H: 0.3222 -1.0615 0.7195
H: -1.0935 -0.7405 -1.3280
H: -2.2027 1.6578 -0.6024
H: -3.2385 0.4882 -1.4596
H: -4.8354 0.6749 0.0988
H: -3.8171 0.0476 1.4006
H: -4.4506 2.9611 0.5597
H: -2.8616 2.6261 1.3564
C: 2.6102 -0.9944 0.1129
O: 2.1744 -1.6332 1.0429
N: 3.4809 -1.4780 -0.8193
C: 3.9619 -0.6633 -1.9098
C: 3.9314 -2.8499 -0.7089
H: 2.3280 0.0497 -0.0593
H: 3.6774 -1.1232 -2.8608
H: 5.0536 -0.5895 -1.8561
H: 3.5343 0.3371 -1.8574
H: 3.0695 -3.5192 -0.7487
H: 4.4354 -2.9916 0.2506
H: 4.6181 -3.0885 -1.5213

Computed properties:
Gap between HOMO and LUMO = 3.76 eV
Net charge = -2

5.
Below is an isolated ion of composition C4H14N3 and charge +1, with properties calculated with ωB97M-V/def2-TZVPD.

Positions of all 21 atoms, in Å:
N: 2.7517 -0.2881 0.7529
C: 2.1118 0.6843 -0.1491
C: 1.0312 0.0007 -0.9516
N: 0.0358 -0.6029 -0.0565
C: -1.3085 -1.0038 -0.6050
C: -2.4017 -0.3244 0.2510
N: -1.8861 1.0231 0.5749
H: 2.3801 -0.1618 1.6852
H: 3.7440 -0.1263 0.8418
H: 2.8944 1.0436 -0.8242
H: 1.7856 1.6097 0.3496
H: 0.6197 0.7290 -1.6650
H: 1.3954 -0.7996 -1.6035
H: 0.3707 -1.2753 0.6122
H: -1.3029 -2.0864 -0.4809
H: -1.2738 -0.7959 -1.6748
H: -2.4116 -0.9758 1.1257
H: -3.3585 -0.3441 -0.2630
H: -2.2041 1.2856 1.5066
H: -0.8043 0.6882 0.6786
H: -2.1688 1.7202 -0.1049

Computed properties:
SMILES = NCCNCC[NH3+]
Relative energy (zero: lowest compared OMol25 entry of this formula, charge and spin) = 153.0 kJ/mol
Gap between HOMO and LUMO = 9.67 eV
Net charge = +1

6.
Below is C20H52AlB3O10S5 as an isolated structure, with properties calculated with ωB97M-V/def2-TZVPD.

Positions of all 91 atoms, in Å:
Al: 3.7411 -4.7037 1.6279
B: -0.8722 -6.6015 1.3505
H: -1.8222 -7.0916 1.2038
H: -0.8013 -5.6155 0.9182
H: -0.6451 -6.5887 2.4053
H: -0.0801 -7.1428 0.8568
B: 0.9382 -5.8887 -3.2155
H: 0.7350 -6.8906 -3.5607
H: 1.6173 -5.9945 -2.3837
H: 1.3740 -5.3298 -4.0290
H: 0.0310 -5.3916 -2.9088
B: 1.2222 -0.6385 0.4396
H: 1.8472 -0.6240 1.3190
H: 1.5101 -1.4055 -0.2627
H: 0.1699 -0.7321 0.6590
H: 1.3829 0.3749 0.1059
C: 3.2920 -0.3579 -7.2853
C: 2.3635 0.4984 -6.4559
C: 2.8656 0.4732 -4.9433
S: 4.4242 -0.5528 -4.7804
O: 4.3506 -1.5797 -3.7640
O: 5.5560 0.3478 -4.8459
C: 4.2114 -1.2969 -6.4276
H: 4.0476 0.2542 -7.7778
H: 2.7650 -1.0001 -7.9909
H: 1.4214 -0.0497 -6.4680
H: 2.1929 1.4915 -6.8715
H: 2.1107 -0.1687 -4.4891
H: 2.7512 1.3447 -4.2986
H: 3.7664 -2.2761 -6.2509
H: 5.2625 -1.4366 -6.6802
C: -5.1161 -1.4424 -4.2823
C: -6.5021 -2.0095 -4.6587
C: -6.5734 -3.4818 -4.1794
S: -5.7510 -3.4549 -2.5540
O: -4.7381 -4.5384 -2.5432
O: -6.7788 -3.3196 -1.5214
C: -4.8664 -1.8540 -2.8256
H: -5.1759 -0.3645 -4.4322
H: -4.3515 -1.8200 -4.9612
H: -6.5723 -2.0102 -5.7464
H: -7.3533 -1.4401 -4.2853
H: -5.9878 -4.2026 -4.7500
H: -7.5508 -3.8954 -3.9310
H: -3.8837 -2.1957 -2.5008
H: -5.3633 -1.2223 -2.0893
C: 7.6662 4.4840 2.2792
C: 6.2016 4.5950 1.9947
C: 5.4374 3.3459 2.6205
S: 6.7542 2.1257 3.1349
O: 6.6281 0.7967 2.5485
O: 6.9792 2.1587 4.5380
C: 8.0855 3.0010 2.3089
H: 7.8719 4.8414 3.2882
H: 8.3902 4.9741 1.6283
H: 5.9425 4.7643 0.9496
H: 5.8936 5.5749 2.3595
H: 4.8465 2.8411 1.8562
H: 4.7258 3.4593 3.4384
H: 8.1599 2.6949 1.2654
H: 9.0291 2.8010 2.8166
C: -4.0916 -3.2546 6.3595
C: -4.1282 -2.5745 4.9298
C: -2.9141 -1.5947 4.9570
S: -1.5885 -2.3787 6.0064
O: -1.3277 -1.5571 7.1983
O: -0.4384 -2.9374 5.2599
C: -2.7422 -3.8300 6.5790
H: -4.8046 -4.0791 6.3547
H: -4.3691 -2.5438 7.1378
H: -5.1170 -2.1385 4.7876
H: -3.9389 -3.3244 4.1617
H: -3.3269 -0.8417 5.6283
H: -2.5938 -0.8891 4.1904
H: -2.4316 -4.1950 7.5580
H: -2.5118 -4.5802 5.8226
C: -1.3685 5.5447 1.8618
C: -2.8751 5.6423 2.0635
C: -3.4044 6.8571 1.2595
S: -2.0153 8.2089 1.3315
O: -2.4730 9.2886 2.2376
O: -1.5120 8.5495 -0.0098
C: -0.8547 7.0464 2.1452
H: -1.0146 5.1689 0.9017
H: -0.9668 4.8197 2.5696
H: -3.1274 5.9290 3.0844
H: -3.2516 4.6647 1.7623
H: -4.4097 7.1094 1.5968
H: -3.4082 6.6672 0.1862
H: -0.9256 7.2146 3.2199
H: 0.1547 7.3742 1.8967

Computed properties:
Relative energy (zero: lowest compared OMol25 entry of this formula, charge and spin) = 1428.1 kJ/mol
Gap between HOMO and LUMO = 2.23 eV